ORCA calculation (ωB97M-V with the def2-TZVPD basis set) on a cluster of 6 separate species, C24H65N5O8 in total.

Geometry as XYZ:
```
102
C24H65N5O8 ωB97M-V with the def2-TZVPD basis set
H 1.055 -2.384 -9.583
H -2.627 -2.440 3.019
H -4.159 -2.954 0.148
H 3.865 -0.833 2.779
H 2.577 -3.105 -10.039
H -3.303 4.322 0.374
H -0.364 1.180 2.900
C 3.384 1.638 1.193
H 3.418 0.665 0.713
H -2.815 -3.998 3.790
C 4.314 -1.799 3.013
H -4.179 -2.936 3.880
H -0.827 4.214 -0.099
H 2.887 -2.763 1.797
O 2.366 -2.367 4.218
O 2.518 2.528 0.526
H 3.092 4.224 1.425
C -4.410 -2.761 1.197
H -1.107 -1.483 0.563
H -6.879 1.739 2.125
H 1.748 0.160 -6.141
C 2.060 -2.596 -9.215
H -5.720 -4.789 0.314
H 6.298 -1.523 2.300
H 2.875 2.039 -4.010
H 5.975 -0.941 3.802
H 1.475 4.630 -0.489
C -6.647 1.895 1.060
H 0.338 5.883 1.984
H -7.433 -4.407 0.849
H 4.381 2.084 1.267
H 0.557 6.640 0.422
C 1.120 4.480 0.543
C -6.369 -4.299 1.043
O 2.919 0.048 -3.427
O -0.442 0.679 2.080
C -5.930 -2.855 1.302
C -0.073 -0.697 2.369
C -3.351 -3.228 3.231
H -4.498 3.197 -0.281
H -0.800 -1.171 3.030
H -6.491 2.972 0.929
C -3.845 2.688 1.713
N -0.162 3.759 0.507
H 1.343 1.117 -4.085
H 4.181 -3.193 4.849
H 1.776 3.337 2.274
O 2.734 -1.436 -8.834
H 4.341 -2.467 0.879
H 2.560 1.618 -6.322
H 2.059 -1.174 5.898
H 1.957 6.239 1.415
H -1.922 2.066 1.921
O -5.522 1.114 0.732
H -6.158 -4.871 1.949
H 5.293 -0.161 -7.458
N -6.545 -1.844 0.448
C 4.213 -0.216 -7.342
H 3.980 -1.471 5.040
H 2.752 -0.356 -1.344
H 1.951 -3.304 -8.385
O -3.746 -3.758 1.977
C 3.979 -2.751 1.865
C 2.721 0.437 -2.088
H 0.282 0.396 0.288
H 4.495 -2.199 -8.153
C 2.624 0.692 -5.734
C 2.155 3.671 1.301
O 0.689 -0.471 0.118
C 3.784 -2.308 4.351
C -3.579 3.267 0.308
H -7.526 1.605 0.488
H 0.164 2.841 0.211
N 3.914 0.101 -5.949
H -6.212 -2.605 2.330
H -3.708 0.588 1.256
C 2.420 1.085 -4.281
H 0.450 -2.247 1.042
H 3.592 1.042 -1.783
C -4.443 1.294 1.646
H 1.883 1.104 -1.878
H -6.212 -0.904 0.638
H 1.570 -2.911 6.059
H -2.767 2.788 -0.240
H 3.274 -2.225 -6.975
H 2.996 1.498 2.210
C 0.973 5.888 1.091
H 4.166 -0.634 -5.309
H 3.722 0.483 -8.018
H 4.304 -3.755 2.138
H -4.771 0.980 2.642
H 0.621 -1.748 5.196
H -6.288 -2.011 -0.523
C 3.656 -1.584 -7.779
H -4.504 3.385 2.234
H -2.118 3.535 2.368
C -0.103 -1.304 0.957
N -2.579 2.632 2.447
H 0.929 -0.714 2.793
C 1.654 -2.054 5.387
N 5.778 -1.691 3.148
H -4.029 -1.771 1.463
```

Summary:
Energy above the lowest of the compared OMol25 structures with the same formula, charge and spin, kcal/mol: 0.0
Gap between HOMO and LUMO, eV: 8.7
HOMO level, Ha: -0.303
Charge: 0
SMILES string: COC[C@H](C)N.COC[C@H](C)N.COC[C@H](C)N.COC[C@H](C)N.COCCNCCOC.OCCO


ORCA calculation (ωB97M-V with the def2-TZVPD basis set) on the ion C3H2FO3 with charge -1.

Geometry as XYZ:
```
9
C3H2FO3 ωB97M-V with the def2-TZVPD basis set
H 1.055 -1.864 -0.366
C 0.124 -0.020 0.464
C 0.794 -0.789 -0.608
O 1.496 0.203 0.195
H 0.563 -0.519 -1.664
O -2.110 0.448 0.157
C -1.053 1.065 0.200
O -0.775 2.248 -0.011
F -0.094 -0.772 1.633
```

Summary:
Energy above the lowest of the compared OMol25 structures with the same formula, charge and spin, kcal/mol: 42.4
Gap between HOMO and LUMO, eV: 8.7
HOMO level, Ha: -0.167
Charge: -1
SMILES string: O=C([O-])[C@@]1(F)CO1